64
Properties=species:S:1:pos:R:3:forces:R:3:nbo_charge:R:1 method="wB97M-V/def2-TZVPD" de_lowest_kcal_mol=269.7 homo_energy_ev="-12.892 / -12.891" charge=+2 e_lumo_ha="-0.2859 / -0.2859"
Au 0.3099 -2.2098 -0.2826 -0.57 -0.13 0.18 0.631
C 0.4772 2.0869 -2.0230 0.09 -0.01 -0.07 -0.428
N 0.1280 0.9800 -1.1011 -0.02 -0.05 -0.02 -1.095
P -1.5542 0.4086 -1.1766 -0.22 -0.13 -0.31 1.109
C -2.4543 1.9713 -1.1968 -0.03 0.00 0.14 -0.453
C -3.4461 2.0962 -2.1653 0.00 0.03 -0.04 -0.167
C -4.2203 3.2504 -2.2236 0.00 -0.02 0.00 -0.199
C -3.9982 4.2734 -1.3186 0.00 0.02 0.00 -0.156
C -3.0059 4.1547 -0.3462 0.00 0.01 0.00 -0.220
C -2.2403 3.0076 -0.2810 0.00 -0.01 0.02 -0.147
C -1.8534 -0.1069 0.5858 -0.82 -0.59 0.63 -0.398
C -1.1717 -1.1596 1.0407 1.45 0.65 -1.72 -0.277
C -0.3604 1.0388 2.6223 -0.25 0.11 0.00 0.146
C -1.5748 1.1986 3.0345 0.32 0.26 0.12 -0.580
C -2.9168 0.9424 2.5164 -0.06 0.33 0.16 -0.201
C -3.0549 0.3800 1.3208 0.53 0.17 -0.31 -0.174
P 1.2831 -0.1951 -0.8370 0.41 0.42 0.19 1.227
C 2.5178 -0.1565 -2.1303 -0.01 -0.10 -0.03 -0.477
C 2.3086 -1.0415 -3.1905 0.01 0.01 -0.01 -0.178
C 3.1965 -1.0662 -4.2542 0.00 0.00 -0.01 -0.176
C 4.2988 -0.2231 -4.2544 -0.01 0.00 0.01 -0.151
C 4.5171 0.6498 -3.1948 0.00 -0.01 -0.01 -0.211
C 3.6271 0.6870 -2.1352 0.03 0.04 0.02 -0.139
C 2.1989 0.4870 0.7050 0.42 -0.18 -0.24 -0.761
C 2.4133 1.9166 0.8141 0.02 -0.03 -0.12 0.039
C 3.5493 2.4219 1.3828 0.12 -0.09 -0.02 -0.259
C 4.5445 1.5334 1.8171 -0.11 -0.12 -0.05 0.034
C 4.4244 0.1372 1.6783 0.19 0.27 0.04 -0.278
C 3.2905 -0.3756 1.1280 -0.19 0.01 -0.14 0.083
H -0.2598 2.8781 -1.9470 -0.04 0.03 0.04 0.244
H 0.5343 1.7510 -3.0606 -0.03 -0.01 0.02 0.218
H 1.4501 2.5005 -1.7574 0.00 -0.02 0.01 0.207
H -3.6136 1.2957 -2.8761 0.00 0.00 0.00 0.234
H -4.9900 3.3463 -2.9768 0.00 0.00 0.00 0.241
H -4.5980 5.1726 -1.3647 0.00 0.00 0.00 0.239
H -2.8412 4.9597 0.3578 0.00 0.00 0.00 0.232
H -1.4752 2.9071 0.4833 0.00 0.00 -0.02 0.200
H 1.3779 0.3490 1.4443 -0.39 -0.07 0.13 0.412
H -0.0863 -3.5560 3.4454 -0.06 -0.36 -0.09 0.259
H -1.3757 1.7226 3.9930 -0.17 -0.01 0.04 0.349
H -3.7680 1.3097 3.0715 0.01 -0.02 0.02 0.261
H -4.0147 0.3424 0.8163 0.03 -0.20 0.09 0.266
H 1.4588 -1.7154 -3.1820 0.00 0.00 -0.01 0.231
H 3.0340 -1.7512 -5.0748 0.00 0.00 0.00 0.243
H 4.9962 -0.2492 -5.0807 0.00 0.00 0.00 0.244
H 5.3801 1.3017 -3.1986 0.00 0.00 0.00 0.238
H 3.8053 1.3815 -1.3219 -0.01 0.00 0.01 0.196
H 1.6116 2.5695 0.4921 -0.05 0.01 0.08 0.247
H 3.6854 3.4876 1.5030 0.00 0.00 0.00 0.261
H 5.4406 1.9361 2.2753 0.00 0.00 0.00 0.254
H 5.2249 -0.5095 2.0092 0.01 0.01 0.00 0.263
H 3.1729 -1.4476 1.0030 -0.01 -0.01 0.07 0.235
Cl -0.8083 -1.7150 2.5548 -1.12 0.55 1.30 0.754
C -0.9241 -3.3393 2.7913 0.62 -0.68 -0.42 -0.355
C -1.2725 -5.6738 2.3874 0.01 -0.01 -0.22 -0.184
C -2.4505 -6.2901 2.4949 0.12 -0.01 -0.04 -0.167
C -3.5224 -5.3989 2.0417 -0.05 0.02 -0.04 -0.210
C -2.9822 -4.2452 1.6554 -0.08 -0.05 -0.10 -0.037
Cl -3.8419 -2.8767 1.0876 0.04 0.04 -0.03 0.040
C -1.4717 -4.2785 1.8125 -0.36 -0.27 0.72 -0.287
S -0.6401 -4.2527 0.1185 0.24 0.21 -0.05 -0.212
H -0.2883 -6.0631 2.5979 -0.01 0.00 0.04 0.239
H -2.6065 -7.2997 2.8433 0.00 0.01 0.03 0.248
H -4.5750 -5.6368 2.0268 0.00 0.01 0.01 0.252